22
Properties=species:S:1:pos:R:3:forces:R:3 method="wB97M-V/def2-TZVPD" relative_energy_kj_mol=0.0 orbital_gap_ev=9.904 total_energy_ev=-20164.1328 e_homo_ev=-10.3
O 1.09063 0.97820 2.80023 -0.8 0.0 -0.2
C -0.10002 1.05798 2.92006 0.7 0.1 0.3
O -0.63752 2.01120 3.77059 0.2 -0.4 -0.1
C -1.11805 0.19006 2.17727 0.6 0.3 -0.1
C -0.64670 -0.17833 0.78533 -0.1 0.7 1.1
C -0.87841 -1.43652 0.29453 -0.6 -1.1 0.7
C -0.45827 -1.84242 -0.94462 -0.1 -0.8 -0.7
C 0.22204 -0.92924 -1.68936 0.2 0.6 -0.7
C 0.43026 0.34893 -1.20735 0.7 -0.1 -1.8
C 0.01833 0.75439 0.01844 -0.1 0.8 0.2
C 1.17714 1.08705 -2.27713 0.0 1.4 0.0
O 1.51098 2.24712 -2.27253 0.0 -0.7 0.2
N 1.41938 0.21569 -3.38825 -0.1 -0.2 1.7
C 0.84209 -1.04308 -3.04759 0.3 -0.9 -0.5
O 0.88656 -2.02037 -3.75337 0.0 0.4 0.4
H -1.08874 1.57765 4.50455 -0.3 0.1 -0.1
H -2.05556 0.74537 2.12302 -0.1 -0.3 0.2
H -1.20701 -0.72668 2.76716 -0.4 0.1 0.0
H -1.40099 -2.15415 0.91787 0.0 0.1 0.0
H -0.64527 -2.83230 -1.34042 0.0 0.0 0.2
H 0.21227 1.76507 0.35354 0.0 0.0 0.1
H 2.42689 0.18439 -3.51196 -0.1 -0.1 -0.9